Molecular formula: C31H55LaNO2P
Method: DFT, ωB97M-V/def2-TZVPD

```
! wB97M-V def2-TZVPD RIJCOSX def2/J DEFGRID3
* xyz 0 1
O -0.03560 -0.28521 -7.04135
C -0.14055 1.02956 -7.70015
C -0.22020 0.43618 -9.09980
H 0.75352 1.63004 -7.50289
H -1.04666 1.55998 -7.37934
C -0.09962 -0.91335 -8.35954
H 0.64091 0.65686 -9.73585
H -1.17825 0.57162 -9.60246
C 1.16397 -1.64105 -8.73485
H 2.03961 -0.99185 -8.63485
H 1.07965 -1.95999 -9.78131
H 1.31152 -2.53436 -8.11937
C -1.31187 -1.78571 -8.56166
H -2.23654 -1.25356 -8.31983
H -1.25577 -2.69592 -7.95355
H -1.34598 -2.08618 -9.61656
La -0.26075 -0.51301 0.22572
C -2.81934 -1.41610 0.72557
C -2.87481 -0.04480 1.10462
C -2.75869 0.75762 -0.06786
H -3.05696 0.32754 2.11282
C -2.67098 -0.12768 -1.18335
C -2.69373 -1.46514 -0.69391
H -2.69311 -2.37447 -1.29959
H -2.92367 -2.26990 1.39574
H -2.81253 1.84743 -0.11071
H -2.70212 0.17510 -2.23225
C 1.06623 -2.83808 1.22341
C -0.01050 -3.28179 0.40517
C 0.30026 -2.95061 -0.94664
H -0.89230 -3.82527 0.74834
C 1.54919 -2.25852 -0.95599
C 2.01998 -2.18241 0.38590
H 2.97009 -1.75277 0.70510
H 1.18624 -3.04754 2.28565
H -0.27721 -3.24094 -1.82510
H 2.09403 -1.92350 -1.83918
O 0.44315 0.37373 -2.23979
C -0.01790 -0.54763 -3.28339
C -0.46150 0.32849 -4.41800
H -0.83541 -1.18920 -2.91138
H 0.82842 -1.17829 -3.58176
C 0.32088 1.64280 -4.24131
H -1.54903 0.49630 -4.37743
H -0.21527 -0.18241 -5.34371
C 0.47469 1.76139 -2.73436
H -0.19110 2.49264 -4.69148
H 1.31007 1.53813 -4.72390
H -0.37445 2.28650 -2.27050
H 1.42207 2.21661 -2.42477
C 2.57428 0.96036 5.51719
C 2.18266 0.92266 4.02918
C 2.56077 2.26938 3.39159
C 3.00436 -0.16570 3.31949
P 0.34729 0.59641 3.78278
N 0.10804 0.15321 2.24608
C -0.22413 -0.78282 4.92643
C -0.42411 -0.31612 6.38110
C -1.52919 -1.37160 4.36540
C 0.81702 -1.90764 4.96557
C -0.63159 2.15687 4.16616
C -2.11590 1.84498 4.40653
C -0.11605 2.89005 5.41879
C -0.53190 3.10042 2.95449
H 3.64016 1.22763 5.56655
H 2.46540 -0.00620 6.01824
H 2.02688 1.72461 6.08077
H 3.65678 2.35376 3.42310
H 2.25381 2.31724 2.33933
H 2.16371 3.13141 3.93867
H 2.93581 -1.14255 3.80695
H 4.05977 0.14449 3.34289
H 2.69511 -0.27111 2.27229
H -1.24005 0.39982 6.51422
H -0.67967 -1.20758 6.97385
H 0.49589 0.09794 6.81058
H -1.40311 -1.65115 3.31191
H -1.77344 -2.28001 4.93731
H -2.37870 -0.68552 4.44781
H 1.06769 -2.26308 3.96119
H 1.73176 -1.62243 5.49488
H 0.37337 -2.74874 5.51931
H -2.29630 1.28012 5.32675
H -2.63987 2.80671 4.51609
H -2.56236 1.32029 3.55578
H 0.88915 3.30493 5.29776
H -0.79105 3.74068 5.59540
H -0.15426 2.26422 6.31797
H 0.47486 3.50746 2.82159
H -0.83263 2.58833 2.03165
H -1.21232 3.94699 3.12802
*
```

Computed properties:
Gap between HOMO and LUMO: 7.202 eV
E_HOMO: -6.821 eV
DFT total energy: -48772.595 eV